The following is a DFT calculation (the ωB97M-V functional and the def2-TZVPD basis) of a cluster of 2 separate species, C5H8O2 in total at a distorted geometry.

E_tot in a.u.: -345.66726
Gap between HOMO and LUMO in Eh: 0.359
2S+1: 1
Structure (SMILES): C#CC(=C)CO.O
Total charge: 0
Energy relative to the best compared isomer or geometry (same formula, charge and spin) in eV: 3.747
Largest force on an atom in eV/A: 1.50
E_HOMO in eV: -9.16

XYZ file:
```
15
Properties=species:S:1:pos:R:3:forces:R:3:lowdin_charge:R:1
C -2.4532 -0.3290 -0.3366 0.45 0.12 0.10 0.154
C -1.3128 -0.0318 -0.0781 -0.57 -0.05 0.10 -0.099
C 0.0233 0.2612 0.3704 -0.39 0.25 1.16 -0.366
C 0.3842 1.5092 0.7216 -0.47 -0.42 0.95 0.016
C 0.8778 -0.9494 0.6965 0.14 0.24 0.34 -0.234
O 0.6456 -2.1117 -0.0508 -0.30 0.04 -0.06 -0.042
H -3.4782 -0.5617 -0.5270 0.20 0.02 -0.06 0.036
H 1.3481 1.6753 1.1928 -0.03 0.06 -0.15 0.084
H -0.3223 2.3277 0.6799 0.08 0.01 -0.08 0.081
H 0.6721 -1.1060 1.7654 0.19 -0.27 -0.01 0.132
H 1.9363 -0.7068 0.5763 -0.18 0.06 0.03 0.134
H -0.2987 -2.3143 -0.0101 0.12 -0.01 -0.05 0.082
O 0.9472 0.5162 -1.6961 0.53 0.63 -0.98 -0.060
H 0.8910 1.2879 -1.0803 0.08 -0.81 -1.26 0.025
H 0.1395 0.5332 -2.2239 0.16 0.13 -0.03 0.058
```
Positions in Å, forces in eV/Å.